No. 1
5 unconnected molecules or ions with the total composition C5H19NO5S in a non-equilibrium geometry. Source: the OMol25 dataset; level of theory: wB97M-V/def2-TZVPD.

calculated total energy = -28054.7833 eV
multiplicity = 1
SMILES = CCNC(=O)CCS.O.O.O.O
orbital gap = 9.50 eV
strongest force on any atom = 9.9 eV/A
highest occupied orbital energy = -0.33040 hartree
relative energy (zero: lowest compared OMol25 entry of this formula, charge and spin) = 63.61 kcal per mole

```
31
Properties=species:S:1:pos:R:3:forces:R:3
C -1.5122 1.4633 1.4382 1.53 1.84 -0.90
C -2.3667 0.3007 1.8604 -0.94 -1.47 -1.58
N -1.9554 -1.0433 1.2783 2.33 2.01 1.16
C -0.5659 -1.3402 1.2296 -2.69 -1.01 -1.24
O 0.3476 -0.6169 1.5441 -0.14 0.02 0.61
C -0.3882 -2.7369 0.6474 0.93 -0.34 1.16
C 0.8656 -2.7790 -0.2059 0.99 1.69 0.16
S 2.4096 -3.0878 0.6901 0.75 -0.13 1.08
H -0.7342 1.1546 0.7265 -0.54 -0.01 -0.08
H -2.0245 2.3297 0.9535 -0.12 -0.93 0.41
H -0.8621 1.9253 2.2098 -0.70 -0.54 0.13
H -2.3724 0.1740 2.9274 -0.34 0.09 0.47
H -3.3923 0.3997 1.4262 0.63 0.24 0.90
H -2.6216 -1.5126 0.6817 0.45 -0.03 0.16
H -0.3120 -3.4270 1.5248 0.13 0.37 -0.65
H -1.2992 -3.0162 0.1642 -0.41 -0.26 -0.74
H 1.0360 -1.7973 -0.7237 -0.71 -1.03 0.52
H 1.0090 -3.5576 -0.9334 -0.83 -0.48 -0.42
H 2.3403 -2.3698 1.8609 -0.39 -0.16 -0.96
O 1.3010 2.1006 -2.3657 -2.55 4.74 8.26
H 2.0114 2.6897 -2.1626 0.79 0.29 -0.07
H 1.4231 1.6746 -3.0803 1.66 -4.80 -8.10
O -2.1235 2.4175 -1.9374 -1.98 -1.41 0.36
H -1.3981 1.8349 -1.8388 0.93 -1.94 0.32
H -1.6002 3.1482 -2.0896 1.17 3.32 -0.72
O 1.5386 -0.4986 -2.4388 -0.56 0.73 -0.56
H 1.7005 -1.4245 -2.5476 0.49 -0.66 0.10
H 2.0812 -0.1344 -1.7373 0.18 -0.16 0.13
O 2.7356 2.7314 0.1252 4.09 0.98 -1.57
H 1.8794 2.9979 0.1000 -4.01 0.84 0.22
H 2.8494 1.9998 0.6730 -0.11 -1.80 1.41
```
Positions in Å, forces in eV/Å.

***

No. 2
2 unconnected molecules or ions with the total composition C21H26BBrF4N in a non-equilibrium geometry. Source: the OMol25 dataset; level of theory: wB97M-V/def2-TZVPD.

calculated total energy = -105271.0131 eV
multiplicity = 1
orbital gap = 6.56 eV
strongest force on any atom = 2.2 eV/A
highest occupied orbital energy = -0.39151 hartree
relative energy (zero: lowest compared OMol25 entry of this formula, charge and spin) = 0.00 kcal per mole
net charge = +1

```
54
Properties=species:S:1:pos:R:3:forces:R:3
F 3.3915 4.8874 -4.5152 -0.81 -0.85 -0.41
C 2.4550 3.9266 -4.8153 0.17 0.51 0.40
C 1.8068 3.9820 -6.0461 -0.32 -0.47 0.26
C 0.8315 3.0037 -6.2739 -0.25 0.33 -0.33
F 0.1579 3.0390 -7.4763 0.66 -0.10 1.26
C 0.4884 2.0283 -5.3392 0.63 -0.34 0.76
C 1.2115 1.9710 -4.1060 0.48 1.49 -1.09
C 1.0884 0.9080 -3.1205 0.77 -0.45 1.98
C 1.8764 0.7581 -2.0018 -0.87 0.44 -1.14
C 1.6857 -0.4743 -1.1654 0.26 -0.93 -0.05
C 2.3983 -0.6353 0.1815 0.07 0.10 0.52
C 2.9740 -1.8759 0.5104 -0.03 -0.10 -0.24
C 3.6064 -2.0543 1.7394 -0.03 -0.55 0.54
F 4.0752 -3.3038 2.0781 -0.31 1.27 -0.55
C 3.7187 -1.0469 2.7037 -0.10 -0.11 -0.82
C 3.0863 0.1445 2.3732 -0.31 0.54 0.51
F 3.0656 1.1322 3.3365 0.04 -0.79 -1.01
C 2.4144 0.3765 1.1681 0.06 -0.28 -0.17
C 2.1734 2.9773 -3.8440 -0.24 -0.31 -0.65
H 2.0187 4.7633 -6.7678 -0.01 -0.19 0.06
H -0.2763 1.2804 -5.5715 0.32 0.33 0.01
H 0.3075 0.1494 -3.2748 0.36 0.24 -0.09
H 2.6552 1.4590 -1.6542 -0.45 -0.37 -0.58
H 1.9414 -1.3422 -1.8185 -0.05 0.40 0.64
H 2.9000 -2.7099 -0.2020 0.21 0.37 0.44
H 4.2949 -1.1741 3.6179 -0.33 -0.02 -0.17
H 1.8924 1.3241 1.0135 0.33 -0.20 0.03
H 2.7331 2.9631 -2.9123 -0.09 0.24 -0.36
C -1.1629 -0.2325 3.9008 0.24 0.27 0.44
C -1.4737 0.0674 2.4425 0.12 0.11 0.49
N -2.5979 -0.8126 1.9369 -0.63 0.08 0.19
C -2.2468 -2.2869 2.1401 0.21 0.15 -0.11
C -0.8447 -2.5010 1.6128 0.25 -0.57 -0.02
C -3.9305 -0.6070 2.6379 0.48 0.10 0.44
C -4.9851 -1.1555 1.6883 -0.20 -0.10 0.21
B -2.9251 -0.5248 0.4508 1.82 -0.36 -0.66
Br -2.5622 1.1693 -0.3399 -0.58 -0.36 0.34
H 0.6152 -0.5514 -1.0106 -0.40 -0.23 0.27
H -0.3453 0.4304 4.2378 -0.43 -0.21 -0.17
H -2.0300 -0.0622 4.5615 0.38 -0.02 -0.25
H -0.8026 -1.2600 4.0501 -0.15 0.36 -0.02
H -1.7554 1.1125 2.2726 -0.12 -0.33 0.20
H -0.5905 -0.1238 1.8206 -0.35 0.11 0.07
H -2.3568 -2.4930 3.2154 0.21 0.07 -0.40
H -3.0056 -2.8880 1.6201 0.43 0.27 0.03
H -0.6048 -3.5726 1.5727 -0.15 0.32 -0.14
H -0.7750 -2.0645 0.6028 0.21 -0.35 0.26
H -0.0886 -2.0345 2.2600 -0.21 -0.23 -0.34
H -3.8725 -1.1570 3.5916 -0.27 0.27 -0.42
H -4.0444 0.4571 2.8836 -0.04 -0.22 -0.35
H -5.9836 -0.8594 2.0215 0.14 0.05 -0.32
H -4.8136 -0.7857 0.6464 -0.48 0.05 0.38
H -4.9524 -2.2505 1.6364 -0.09 0.34 -0.01
H -2.8372 -1.4710 -0.2702 -0.60 0.22 0.13
```
Positions in Å, forces in eV/Å.

***

No. 3
A molecular structure, C29H25Cl2MgN2O4PS3SbSe in a non-equilibrium geometry. Source: the OMol25 dataset; level of theory: wB97M-V/def2-TZVPD.

calculated total energy = -185826.0019 eV
multiplicity = 2
orbital gap (alpha / beta) = 5.61 / 5.97 eV
strongest force on any atom = 1.2 eV/A
highest occupied orbital energy (alpha / beta) = -0.05292 / -0.07054 hartree
relative energy (zero: lowest compared OMol25 entry of this formula, charge and spin) = 37.69 kcal per mole
net charge = -2
expectation value of S² = 0.7626

```
69
Properties=species:S:1:pos:R:3:forces:R:3
Mg -0.3999 1.1154 1.1213 0.33 0.34 -0.43
S 3.0612 3.7092 -2.3094 -0.18 0.15 0.06
Sb 2.0125 2.9220 -0.4061 0.59 -0.24 -0.49
S 3.3882 1.3064 0.5964 -0.37 0.21 0.12
S -0.0453 1.9328 -1.1514 0.84 -0.25 0.35
C -1.7383 4.4807 -2.4986 -0.22 -0.04 0.02
N -2.4662 3.3012 -2.0717 -0.29 0.22 -0.11
C -2.9668 3.1306 -0.8130 0.05 -0.33 -0.65
Se -3.1847 4.4079 0.4700 -0.07 0.04 0.07
N -3.3259 1.8209 -0.7114 -0.03 0.41 -0.26
C -2.9814 1.1382 -1.8698 -0.29 0.10 0.15
C -3.1212 -0.1896 -2.2330 -0.05 -0.02 0.04
C -2.7121 -0.5466 -3.5135 0.00 0.05 0.12
C -2.1810 0.4002 -4.3900 0.04 0.09 0.02
C -2.0393 1.7327 -4.0165 -0.05 -0.01 -0.11
C -2.4508 2.0827 -2.7424 -0.16 0.29 -0.06
H -2.2046 5.3553 -2.0518 -0.03 0.00 -0.01
H -1.7765 4.5496 -3.5851 0.01 0.00 0.01
H -0.7031 4.4080 -2.1612 0.04 -0.05 -0.06
H -3.3450 1.3752 0.2036 -0.25 -0.01 -0.12
H -3.5169 -0.9160 -1.5328 0.05 0.05 -0.06
H -2.8009 -1.5777 -3.8336 0.02 0.00 0.01
H -1.8553 0.0860 -5.3750 -0.01 0.03 0.03
H -1.6042 2.4610 -4.6891 0.03 -0.05 0.05
O -0.9672 0.0461 2.8482 -0.83 -0.19 -0.53
C -2.0924 -0.0702 2.3027 0.32 0.01 0.23
O -2.3527 0.3872 1.1417 0.45 -0.57 0.97
H -2.8939 -0.5935 2.8388 -0.09 -0.03 0.07
C -2.4673 -3.7733 0.0663 0.06 0.02 0.00
C -1.8659 -3.1512 -1.0186 0.08 -0.03 0.10
C -0.7279 -2.3742 -0.8398 0.07 -0.03 0.01
C -0.1457 -2.2045 0.4206 -0.06 0.19 -0.04
C -0.7760 -2.8276 1.5029 0.05 -0.01 0.00
C -1.9156 -3.6042 1.3299 0.06 0.03 -0.06
P 1.2296 -0.9177 0.6334 -0.39 -1.05 0.15
C 2.2561 -1.4303 -0.8038 0.23 0.26 0.03
C 3.3145 -2.3294 -0.7105 0.00 -0.03 0.00
C 4.0699 -2.6544 -1.8299 -0.02 0.00 -0.02
C 3.7873 -2.0779 -3.0603 -0.07 0.05 0.07
C 2.7527 -1.1559 -3.1549 0.01 -0.07 -0.01
C 1.9980 -0.8304 -2.0372 -0.04 0.00 -0.02
C 2.0082 -1.6120 2.1501 0.08 -0.02 -0.06
C 2.2698 -2.9723 2.3283 -0.01 0.05 0.10
C 2.7887 -3.4464 3.5263 -0.02 0.05 -0.04
C 3.0361 -2.5637 4.5715 -0.01 0.06 -0.06
C 2.7526 -1.2134 4.4146 0.03 -0.05 0.02
C 2.2441 -0.7396 3.2117 -0.04 0.08 -0.07
H -3.3560 -4.3785 -0.0706 0.00 0.01 0.01
H -2.2872 -3.2628 -2.0110 0.02 0.02 0.00
H -0.2887 -1.8898 -1.7026 -0.02 0.03 -0.01
H -0.3801 -2.6954 2.5016 0.00 0.02 0.00
H -2.3755 -4.0752 2.1909 0.00 0.00 0.02
H 3.5836 -2.7612 0.2425 0.01 0.01 0.02
H 4.8956 -3.3506 -1.7324 -0.01 0.01 0.01
H 4.3837 -2.3249 -3.9309 0.01 0.01 0.01
H 2.5423 -0.6622 -4.0971 0.01 0.00 0.05
H 1.2287 -0.0687 -2.1111 0.01 0.01 0.01
H 2.0296 -3.6711 1.5370 0.03 -0.02 -0.02
H 2.9888 -4.5051 3.6476 -0.01 0.01 -0.01
H 3.4436 -2.9299 5.5076 -0.03 0.01 -0.02
H 2.9253 -0.5203 5.2300 -0.02 -0.02 -0.05
H 2.0250 0.3168 3.0958 0.05 -0.03 0.01
Cl -1.3663 5.3297 4.3389 0.05 0.00 -0.05
C -0.2911 4.8935 2.9844 0.12 0.00 0.04
Cl 1.1767 5.9104 2.9959 -0.09 -0.03 0.01
C 0.1154 3.4006 3.0474 0.03 -0.33 -0.05
O 0.6090 2.9557 4.0685 -0.09 0.01 -0.22
O -0.1263 2.8126 1.9325 0.20 0.53 0.83
H -0.8217 5.0991 2.0672 -0.11 0.06 -0.11
```
Positions in Å, forces in eV/Å.

***

No. 4
2 unconnected molecules or ions with the total composition C2H8NOS2 in a non-equilibrium geometry. Source: the OMol25 dataset; level of theory: wB97M-V/def2-TZVPD.

calculated total energy = -27401.7241 eV
multiplicity = 1
orbital gap = 7.49 eV
strongest force on any atom = 4.9 eV/A
highest occupied orbital energy = -0.44424 hartree
relative energy (zero: lowest compared OMol25 entry of this formula, charge and spin) = 81.63 kcal per mole
net charge = +1

```
14
Properties=species:S:1:pos:R:3:forces:R:3
C -0.0877 -1.0271 0.3614 -1.61 0.41 1.96
C 0.5225 -0.7064 -0.8632 2.48 0.07 -4.18
N 1.5971 -1.3455 -1.3247 -2.11 1.26 1.40
O -2.1632 2.9741 0.5706 -0.74 -0.16 2.17
S 0.7589 -2.3430 1.2439 1.24 0.19 1.61
S -1.1127 1.8946 -0.3046 1.02 -0.90 -1.12
H -0.4220 -0.0794 0.8738 0.98 -0.42 0.00
H -1.1849 -1.2672 0.1779 1.17 -0.46 -0.19
H 0.1448 0.0819 -1.5563 -0.11 -0.73 0.61
H -2.0894 3.8813 0.2957 0.12 1.05 -0.45
H 2.0169 -1.9473 -0.6285 0.21 -0.74 -0.11
H 1.9754 -1.3162 -2.2629 -0.11 0.56 0.08
H -1.8481 2.9053 1.5028 -0.52 0.31 -0.58
H 1.8923 -1.7053 1.9141 -2.01 -0.46 -1.19
```
Positions in Å, forces in eV/Å.

***

No. 5
C4H10O2 in the gas phase. Source: the OMol25 dataset; level of theory: wB97M-V/def2-TZVPD.

calculated total energy = -8404.5692 eV
multiplicity = 1
SMILES = COC[C@@H](C)O
orbital gap = 11.13 eV
strongest force on any atom = 0.3 eV/A
highest occupied orbital energy = -0.37237 hartree
relative energy (zero: lowest compared OMol25 entry of this formula, charge and spin) = 22.55 kcal per mole

```
16
Properties=species:S:1:pos:R:3:forces:R:3
C 2.4224 -0.6614 -0.4246 0.23 -0.09 -0.13
O 1.3733 -0.1926 0.3846 -0.01 0.05 0.04
C 0.2513 0.2516 -0.3499 -0.18 0.05 -0.11
C -0.9007 0.3808 0.6413 -0.04 0.25 -0.23
C -2.2357 0.5933 -0.0495 -0.02 0.02 -0.03
O -0.9949 -0.8113 1.3926 0.18 -0.12 0.12
H 2.0771 -1.4502 -1.1105 0.04 0.12 0.12
H 2.8673 0.1494 -1.0200 -0.07 -0.09 0.08
H 3.1845 -1.0754 0.2400 -0.08 0.07 -0.12
H -0.0096 -0.4906 -1.1227 0.03 0.06 0.12
H 0.4633 1.2119 -0.8475 -0.05 -0.13 0.08
H -0.6866 1.2344 1.3071 -0.03 -0.16 -0.05
H -3.0371 0.5254 0.6916 0.11 0.06 -0.10
H -2.4042 -0.1875 -0.7996 0.03 0.11 0.11
H -2.2904 1.5728 -0.5361 0.04 -0.13 0.06
H -0.0799 -1.0507 1.6034 -0.18 -0.06 0.04
```
Positions in Å, forces in eV/Å.

***

No. 6
3 unconnected molecules or ions with the total composition C2H9NO2 in a non-equilibrium geometry. Source: the OMol25 dataset; level of theory: wB97M-V/def2-TZVPD.

calculated total energy = -7799.0332 eV
multiplicity = 1
orbital gap = 7.26 eV
strongest force on any atom = 2.0 eV/A
highest occupied orbital energy = -0.30112 hartree
relative energy (zero: lowest compared OMol25 entry of this formula, charge and spin) = 131.28 kcal per mole

```
14
Properties=species:S:1:pos:R:3:forces:R:3
C -1.1349 -0.4633 0.4800 1.04 -0.23 0.92
C -1.3348 0.7724 -0.3474 0.34 -0.25 -0.21
O -1.4656 -1.6695 -0.0649 -0.08 0.14 -0.27
H -1.5823 -1.5912 -1.0216 0.23 0.00 0.10
H -1.5851 -0.4002 1.4722 0.29 -0.01 0.06
H 1.2406 0.6667 0.5438 0.30 -0.34 -1.64
H -2.3974 0.9714 -0.5270 0.03 -0.09 0.23
H -0.8937 1.6317 0.1567 -0.08 0.05 -0.05
H -0.8625 0.6663 -1.3257 0.15 0.04 0.02
N 1.4954 -0.3119 0.5406 0.49 0.71 1.32
O 2.8690 0.5774 -0.5913 0.06 -0.30 0.51
H 3.6697 0.6667 -0.0595 -0.01 -0.08 0.05
H 1.6502 -0.9732 -0.2093 -0.94 0.98 -0.68
H 0.3315 -0.5433 0.9534 -1.83 -0.61 -0.37
```
Positions in Å, forces in eV/Å.